Entry from OMol25: a 18-piece molecular cluster, C92H212N8O28 overall in a non-equilibrium geometry (ωB97M-V with the def2-TZVPD basis set).

Geometry (Å):
1 C 3.90906 -5.08359 -1.81150
2 H -3.04831 4.08789 -2.46812
3 H 7.56102 3.84990 -3.94473
4 O -2.77129 -1.00707 -0.90864
5 H 2.62646 1.89152 -4.25345
6 H 3.28988 8.37785 0.53423
7 C 0.70387 2.67262 5.54750
8 H -4.93584 0.40347 -5.66661
9 C 3.68360 1.11099 5.71033
10 C -3.69605 -7.26587 -1.74004
11 C 0.05964 -5.65610 4.07372
12 H -3.19264 2.36942 -4.44828
13 O -3.09296 -3.77115 -6.95083
14 H -2.38594 -3.94962 5.87580
15 H 1.58036 -0.96620 0.02359
16 H 7.62966 1.53667 -5.50035
17 H -2.99880 7.38822 -1.74737
18 N 2.05961 -5.36893 2.54508
19 H 1.23646 -3.08527 4.30723
20 C -6.80144 -3.29963 4.02484
21 H 3.31678 5.30973 -1.59316
22 H -5.25324 3.66181 -4.13678
23 O -2.93163 4.77133 -1.80413
24 H 2.89863 3.04083 -0.14636
25 H 1.32822 -5.63248 5.83248
26 C 3.00428 5.97133 -0.78524
27 O 2.25224 -0.12395 -6.59563
28 H -0.13473 -0.33037 1.92904
29 C 2.77971 -4.51981 3.55668
30 H -5.16008 -8.85477 -1.54793
31 H 0.61272 -7.22651 1.05206
32 C -2.56856 -2.93486 6.22936
33 O 2.53459 -0.79503 -3.86835
34 H -3.18814 1.39136 -1.62021
35 C -7.58073 0.70183 1.11318
36 O 2.90211 -5.98682 1.58148
37 C -2.63152 -2.49718 -6.56145
38 H 0.09478 -2.86133 0.91732
39 H -5.46302 4.27859 3.31775
40 H 4.72187 -0.83533 1.93566
41 N -4.43963 -2.73967 4.47035
42 C 6.86507 3.32096 -3.29359
43 O -2.63062 -4.72105 -4.32674
44 C -5.31821 -3.30773 -0.41489
45 H -5.27681 2.32182 4.63718
46 O 0.12316 -5.19801 -4.26970
47 H -0.60745 -7.51405 2.22742
48 H 2.78881 3.29448 -3.09144
49 H 2.32615 6.66366 -1.28415
50 C 2.30170 0.53824 3.67359
51 C 0.07589 -6.74421 1.86894
52 H 1.07330 1.36783 -0.48807
53 C -5.97087 -4.61477 -0.23341
54 H 4.75772 6.59888 3.39887
55 O -3.86081 7.53923 -2.14201
56 C 7.48032 2.35313 0.77000
57 H -4.24806 -6.39504 -1.38642
58 H -2.09674 6.17853 -4.04708
59 H -1.17338 7.23373 -5.00405
60 H -7.37666 1.95091 -1.58356
61 H -5.04831 -1.32699 -6.78400
62 H -0.07597 6.67633 -2.81043
63 O 3.05538 -5.15431 -4.18341
64 H 2.11737 -5.09118 -3.98909
65 H 2.77071 -2.57560 2.35803
66 H 0.85276 -8.32561 3.78561
67 C -6.57743 1.46552 -1.02343
68 H 3.69320 5.21472 3.33932
69 H 3.46582 2.88309 4.48917
70 H 2.33519 2.74336 7.40907
71 O 1.24997 5.35159 2.48512
72 H -6.25113 -2.80305 -6.17288
73 C -0.85692 -0.11265 1.14219
74 C 1.40331 -0.95160 -5.89082
75 H -6.70347 -1.05766 5.42923
76 H 7.20300 0.13715 -4.57931
77 H -4.16931 -3.46349 2.76306
78 H -0.00884 -0.54296 6.80292
79 C -3.46720 2.44345 2.65941
80 H -4.28005 2.32480 -6.74075
81 C 3.05569 3.87302 0.53986
82 H 8.56683 2.32212 0.68851
83 H -6.76495 3.84362 -0.24223
84 C -0.44754 -4.00739 -3.78984
85 H -4.92051 -3.25554 -1.42840
86 H 7.47902 3.12712 -2.41405
87 C -0.71927 -2.40450 0.35452
88 H -1.71383 -2.64338 -5.99175
89 H -7.03888 -5.80433 -1.32308
90 H 0.54917 5.96758 2.71105
91 H -7.30398 -0.35199 1.08231
92 H 4.05820 -3.47137 1.95759
93 H -1.99655 2.58511 -2.19504
94 H -3.22440 -0.60355 6.88327
95 H -7.16147 5.01502 1.73558
96 H -0.47165 -5.59320 -4.91127
97 H 6.89469 -3.49641 1.17981
98 C 1.82089 -3.94211 4.64246
99 C 3.64623 -4.37918 -3.12736
100 H 2.29879 -0.28988 2.96485
101 N 2.36666 1.19613 6.44134
102 H -3.25743 -10.17403 -0.84634
103 H 4.90427 -2.26706 0.07620
104 H -0.41654 -3.36164 -4.66742
105 C -1.86172 -4.20190 -3.20282
106 H 5.31653 1.54541 7.09967
107 N 1.92545 6.02614 1.43539
108 H 2.40704 1.48393 3.14191
109 O -5.77410 -0.92279 -6.30292
110 N -1.50289 -0.72325 -1.29785
111 H 0.40262 3.91709 0.23339
112 H 4.78335 1.80344 -2.34032
113 H -6.24410 -3.11396 -3.71739
114 H -3.03801 1.46491 2.87469
115 H 5.15598 2.46290 4.75428
116 H 4.03381 -2.73224 3.56875
117 H 3.10489 -2.13212 -5.28550
118 H 2.02611 3.43629 -4.67403
119 H 5.41882 1.25473 -6.37219
120 C 4.10635 6.02551 2.73929
121 C -4.54912 6.36132 -2.50930
122 C -2.13465 1.67112 -1.61741
123 O -3.16870 -9.52399 -1.54718
124 H 0.04776 0.97994 7.76019
125 H 3.02727 -3.53947 -2.81133
126 H -0.74702 -3.00182 -0.55683
127 C 3.47257 0.15798 4.54115
128 H -7.70427 3.71969 2.55092
129 H 4.68438 3.96305 -6.82862
130 H -4.03879 6.04923 -3.42049
131 O -4.61965 0.53053 0.99006
132 C 0.90041 4.70456 -0.33246
133 C -3.37942 -2.05023 5.24462
134 H -4.91801 -4.07167 6.89442
135 H -4.74149 4.46835 -5.43475
136 H 2.12009 -7.51105 4.50193
137 O 2.46461 1.82895 7.67122
138 O 4.83664 1.19956 -5.61086
139 H -5.56884 -5.12322 5.59690
140 C 5.39851 -1.30411 -0.05242
141 H -0.23192 2.79982 5.00324
142 C 3.77778 3.84989 -6.23418
143 H 0.91061 -1.33571 -1.59839
144 H 1.35933 3.32836 4.97438
145 H 5.22075 1.49715 0.06903
146 H 2.31065 -8.25974 2.85265
147 H -1.87186 -2.00959 3.57224
148 C -4.60615 3.48025 -4.99492
149 H 0.19239 -3.56097 -3.02872
150 H -0.03569 4.97438 -3.14589
151 H 4.87936 5.54590 2.13883
152 H -7.85006 0.92476 2.14559
153 H 1.52189 -2.48888 -4.51097
154 H -6.91927 -2.37415 3.46119
155 H -6.03034 -2.48586 -0.48904
156 H -5.64766 -0.16933 7.29475
157 C -5.50073 3.85208 2.31536
158 C 1.12304 0.40974 4.52495
159 H 3.30203 3.03176 -6.77494
160 H 4.01863 5.20830 -3.78258
161 C -5.75542 -3.05434 5.12190
162 H 1.71578 8.41466 2.36306
163 O -4.31784 -3.21982 0.53812
164 H -3.03853 -2.90814 7.21248
165 H -8.23309 3.21453 0.37771
166 C 4.72239 -0.40269 0.93520
167 H 5.13942 -1.03977 -1.07765
168 H 4.35481 0.19631 3.90218
169 H -5.64059 1.88008 -1.39568
170 H 2.72831 3.39459 1.46291
171 C -2.46131 -1.33682 4.19515
172 H -6.74335 2.17064 3.78565
173 H -5.00803 -1.72082 7.71711
174 H -3.01729 -0.15084 -0.55092
175 O -3.93478 -7.04829 -3.09449
176 H -4.25121 0.02182 5.45946
177 H 3.15609 8.59894 3.37998
178 H 4.09619 4.03686 0.82022
179 H -5.47316 0.79771 3.71071
180 N -5.31613 1.70903 1.20345
181 H -2.88663 -0.69367 3.42472
182 H 0.56572 0.55656 -3.37032
183 H 5.17701 0.43660 -3.15936
184 C 5.67623 1.25557 -2.64150
185 C 7.44859 1.19459 -4.48138
186 H 6.57863 -2.16784 2.16693
187 O -3.93899 -3.72319 3.65811
188 O -3.25123 3.31449 -4.60641
189 O -3.77046 -1.23515 -8.27265
190 H -3.14278 -7.33323 -3.55617
191 C 7.50015 -2.10173 -1.20873
192 C 6.24017 2.00449 -3.85613
193 C 3.86972 -5.32493 4.30009
194 C -4.20813 5.27949 -1.45906
195 H 9.32443 -0.02118 -0.44292
196 C 2.43593 7.88257 2.98464
197 C 1.05271 0.58477 -1.24601
198 C 3.44363 -3.28585 2.83848
199 H 0.94258 -0.66412 4.57363
200 H -7.45426 -1.94939 -5.39728
201 H 4.59492 -0.04461 7.43282
202 C 0.77839 -4.92957 5.20662
203 C -6.92756 3.95401 1.82296
204 H 1.75272 6.88395 -3.93756
205 H 0.23801 1.95845 -2.57499
206 H 4.63943 -4.70076 4.75403
207 H 4.69436 -5.79168 -2.07606
208 H 5.09764 6.05257 -0.07669
209 H 2.68804 -5.51517 0.77321
210 H -5.19097 -0.02792 1.52235
211 H 5.20110 3.89102 -2.17059
212 H -4.27018 -8.62699 -0.14998
213 H -3.80433 -2.42532 0.37480
214 H -1.84508 -0.24034 1.58416
215 C -5.70019 -2.26749 -4.13662
216 H -3.11168 3.01599 3.51608
217 H -6.62370 0.41565 -1.31279
218 C 0.06956 0.54343 6.76165
219 C 5.44013 0.94209 0.98111
220 C 4.25362 6.71563 -0.26664
221 H 8.54341 -2.32594 -0.98639
222 H -5.06372 -0.51627 -3.37642
223 C 6.98032 0.89194 1.17981
224 H -2.98696 -0.30630 -3.46015
225 H 5.03474 1.60711 1.74366
226 H 0.71454 3.31820 6.42568
227 C -1.97826 0.10116 -3.52796
228 H -1.84706 -1.82496 -8.53422
229 H 6.19704 5.26789 -2.49842
230 H 0.12388 5.44787 -0.51296
231 H -1.94132 2.03603 -0.60867
232 H -5.32370 -5.38338 0.18910
233 O -4.49531 1.14016 -5.23671
234 C -0.66572 -0.89170 -0.10899
235 C -1.36975 0.46379 -2.19988
236 C -3.92429 -0.81613 6.07514
237 H 0.12908 -4.37003 5.87998
238 H -0.72199 0.95199 0.95127
239 C 1.68026 -7.66888 3.51718
240 O 9.04270 -0.26195 0.44266
241 H -0.38362 -5.87663 1.39537
242 C 1.00727 -6.41876 2.96715
243 H -5.63143 6.48450 -2.54835
244 C 6.92808 -1.46593 0.07709
245 C 2.83519 2.95370 -4.12576
246 H 7.11475 3.02045 1.55048
247 H -2.93695 -4.23404 -6.12439
248 H -2.07515 -0.54190 -7.33549
249 H -0.88375 0.85812 6.33708
250 H -0.68439 -5.00810 3.61045
251 H -1.72082 -0.69543 4.67305
252 O 2.75483 -5.62277 -1.22767
253 C -5.23309 -1.08075 6.86402
254 H 4.44609 -3.79980 -3.58850
255 H -2.98757 2.73180 1.72404
256 H 3.19087 4.76123 -6.34874
257 H 5.37771 5.24035 -4.92488
258 H 1.78733 7.46842 3.75658
259 H 1.09696 4.13173 -1.23875
260 H -6.61623 -4.13627 3.35116
261 H -6.60954 -4.25574 6.78984
262 C 3.86841 7.54747 0.93905
263 C -6.21370 -1.83547 6.01508
264 C -4.91342 2.35010 -5.85402
265 C -5.71742 -4.20527 6.16559
266 C 0.16402 0.88337 -2.41119
267 H -1.64001 -2.40256 6.43570
268 H 4.85874 7.83532 1.29188
269 H 3.64624 -0.28082 0.81214
270 H 6.47902 1.35339 3.41538
271 H 0.64265 -0.42927 -5.31059
272 H 4.16568 3.19271 6.01615
273 C -2.49467 -1.46538 -7.73460
274 H 6.96525 -0.29725 2.97554
275 H -4.71996 -2.69118 -4.35512
276 H -3.74354 -1.22768 -9.23225
277 H -4.20667 5.78384 -0.49276
278 C 7.19618 -2.45794 1.31690
279 H -1.85260 -4.89656 -2.36289
280 H -1.60474 -2.71502 0.90916
281 C -0.01774 5.95360 -3.62431
282 H 4.46815 -5.66345 3.45429
283 C 4.16563 2.45954 5.20958
284 C -4.14983 -8.59362 -1.23279
285 C 7.07411 0.75756 2.72333
286 H 3.15617 -0.17437 -4.25566
287 C 4.87851 0.65574 6.64720
288 H -5.02930 4.56446 -1.50921
289 H 4.74010 7.35901 -0.99977
290 H 4.32072 -4.27541 -1.20695
291 H 2.41904 -3.60081 5.48734
292 C -1.17343 6.21160 -4.62545
293 H 2.03587 0.60990 -1.71598
294 H -3.27172 -5.32240 -3.94077
295 H -2.66671 -7.01418 -1.48464
296 C 4.84427 4.62950 -4.19659
297 H 6.33648 1.06897 -1.79454
298 H -5.95230 2.40327 -6.17961
299 H 3.22656 -0.81575 4.96475
300 H 8.22343 -2.49614 1.67937
301 C 2.18954 -1.70727 -4.87352
302 H -1.43822 -0.78420 -3.86349
303 H 1.75898 0.60554 -6.97790
304 H 5.61472 0.24307 5.95742
305 H 2.94874 -6.54436 -1.41393
306 H 7.05791 2.72475 -0.16359
307 C -6.36968 -1.94919 -5.50581
308 O -1.23439 5.23408 -5.61467
309 C -6.62072 1.75773 0.52075
310 C 4.19746 3.39929 -4.79980
311 H 8.41532 1.28547 -3.98610
312 C 5.78580 4.36854 -2.95683
313 N 5.24023 2.30815 -4.90863
314 N 7.58259 -0.15038 0.35971
315 C 2.26109 5.15382 0.24946
316 C -4.99730 2.44371 2.46382
317 H 3.65434 -6.14171 4.98899
318 H 8.09237 0.86054 3.09833
319 O 1.30689 6.07130 -4.18741
320 H 0.32579 0.77981 3.88032
321 C -7.15959 3.22819 0.56621
322 C 0.77845 -0.75676 -0.68435
323 C 1.10616 1.24225 5.80260
324 O -5.73984 -1.17003 -3.18387
325 H -7.80538 -3.57084 4.35140
326 H 6.99087 -3.04726 -1.39498
327 H 0.99127 -1.67280 -6.59666
328 H -0.69735 -6.26857 4.56357
329 H -2.19930 -3.18986 -2.97941
330 H -2.03910 0.85428 -4.31359
331 H -8.57513 0.79720 0.67708
332 H 7.43881 -1.47970 -2.10171
333 H -6.85164 -4.59599 0.40845
334 O -6.42699 -5.08020 -1.47419
335 C -5.69834 1.86373 3.74244
336 H -4.87312 4.46558 1.66897
337 H -3.23949 -2.09992 -5.74864
338 C 3.05217 6.81946 2.01663
339 H -1.79098 4.50543 -5.33030
340 H -6.96461 -2.23233 6.69826

Atomic forces in eV per Å
C 1.7 1.5 -1.7
H -0.1 0.0 -0.4
H 0.1 -0.5 -0.7
O -2.2 0.6 -0.2
H 0.4 -0.1 0.3
H 0.1 0.4 0.3
C -0.4 1.8 -0.6
H -0.6 -0.8 -0.3
C 0.1 0.3 1.1
C -0.8 2.2 1.0
C 0.2 -0.4 0.2
H 0.3 -0.4 0.2
O -0.1 0.6 -0.4
H 0.0 0.1 0.0
H -0.3 -0.5 0.3
H -0.1 0.2 -0.1
H 0.0 -0.6 -0.1
N -2.1 0.2 0.2
H 0.2 0.2 -0.5
C -0.3 0.1 -0.1
H -0.1 -0.3 0.0
H -0.2 -1.0 0.6
O 0.1 -0.1 1.1
H 0.3 0.4 -0.7
H -0.1 -0.3 0.1
C 0.9 0.6 -0.8
O 0.8 1.3 -0.5
H 0.1 -0.5 -0.2
C -0.2 -0.1 0.4
H 0.0 0.0 -0.9
H 0.2 -0.2 -0.1
C -0.1 0.9 -0.2
O 0.2 -0.1 1.3
H -0.4 0.4 -0.1
C -1.3 1.0 0.9
O 0.4 0.2 0.9
C 0.6 0.8 -0.3
H 0.5 0.9 0.2
H 0.2 0.3 0.0
H 0.5 -0.3 0.2
N -1.7 2.3 1.4
C -0.5 1.3 -0.5
O 0.3 0.1 0.9
C 0.0 0.4 -1.5
H 0.4 -0.2 0.0
O 0.6 -0.8 0.7
H -0.5 0.4 0.0
H -0.1 -0.4 0.2
H -0.2 0.3 0.2
C 1.7 -0.7 -0.3
C 0.4 -0.7 -1.7
H -0.3 0.2 0.1
C -1.4 -1.5 0.5
H -0.5 0.6 0.3
O -0.9 1.6 0.0
C -0.2 -1.6 0.4
H -0.4 -0.5 1.2
H -0.1 0.0 0.4
H 0.5 -0.1 -0.5
H -0.2 0.2 0.4
H 0.1 -0.1 -0.6
H -0.3 0.1 0.2
O 0.4 0.5 1.2
H -0.5 -0.5 -0.5
H -0.9 -0.1 0.6
H -0.2 -0.4 -0.1
C 1.1 -0.1 0.4
H -0.2 0.0 0.2
H 0.0 0.0 -0.3
H 0.1 0.8 0.7
O 0.5 -0.6 -0.3
H 0.1 -0.8 0.5
C -0.5 2.0 0.4
C -0.4 -1.3 -0.3
H -0.3 -0.2 -0.6
H 0.0 -0.1 0.2
H 0.0 0.1 -0.5
H 0.8 0.0 -0.1
C 0.1 -0.7 -0.3
H -0.2 1.0 -0.5
C 0.0 -0.5 1.8
H 0.0 0.4 0.2
H 0.5 -0.5 -0.3
C -0.4 -0.1 0.1
H 0.5 -0.4 -0.2
H -0.2 -0.4 0.2
C -0.8 -0.5 -1.2
H 0.7 0.4 -0.6
H 0.0 0.0 -0.1
H -0.2 0.0 -0.1
H 0.4 0.1 -0.4
H 0.5 -0.9 0.3
H 0.0 -0.4 -0.4
H 0.6 0.6 -0.7
H 0.2 0.3 -0.6
H -0.2 0.0 -0.1
H 0.0 -0.1 -0.7
C -0.8 -0.4 -0.2
C -1.1 1.1 -0.6
H -0.4 0.3 -0.7
N 3.4 -2.5 -0.3
H 0.5 -0.5 -0.3
H 0.4 -0.5 -0.1
H -0.7 0.7 0.3
C 1.1 0.6 -2.2
H 0.0 -0.1 0.2
N 1.4 1.2 -0.9
H 0.1 0.1 0.1
O -0.7 0.7 1.0
N 2.8 -0.8 -0.4
H 0.2 0.1 0.8
H 0.1 0.4 0.6
H -0.2 0.2 0.3
H -0.4 -0.4 -0.1
H 0.0 -0.2 0.1
H 0.1 0.0 0.0
H -0.1 -0.4 -0.3
H 0.0 0.3 0.2
H -0.2 -0.5 -0.4
C 0.8 -1.6 1.2
C 1.8 -0.7 1.4
C -0.5 0.2 0.0
O 0.4 -1.2 -0.2
H 0.4 -0.1 0.0
H -0.9 0.1 -0.3
H -0.1 -0.1 -0.2
C 0.6 0.9 0.2
H 0.3 -0.7 0.5
H 0.3 0.4 0.1
H -1.0 -0.4 -0.6
O -0.6 -0.4 0.6
C 0.0 -1.0 -0.2
C -0.1 1.4 -0.6
H 0.3 0.0 -0.3
H 0.5 -0.1 -0.9
H 0.5 0.2 -0.3
O -0.3 0.4 -0.3
O -0.5 -0.8 -0.1
H 0.1 -0.3 0.4
C -0.5 -0.5 -0.6
H -0.4 -0.2 0.4
C 1.2 -1.2 -0.7
H -0.2 -1.1 0.4
H 0.7 -0.8 -0.7
H 0.0 -0.2 -0.4
H 0.2 0.6 -0.1
H 0.1 -0.6 0.2
C 0.5 1.8 0.9
H 0.2 -0.2 0.1
H -0.4 -0.2 -0.3
H -0.4 -0.1 -0.7
H 0.5 0.0 0.4
H 0.4 0.0 0.5
H 0.1 0.0 -0.3
H -0.2 0.3 0.8
H -0.1 0.1 -0.3
C -0.3 0.6 0.4
C -1.9 0.7 -1.2
H -0.5 -0.1 0.2
H -0.1 0.4 -0.3
C 0.4 0.4 1.6
H 0.1 0.5 -0.1
O 0.5 0.5 1.2
H -0.3 -0.5 -0.1
H -0.1 -0.3 -0.1
C 0.5 0.9 1.2
H 0.1 0.4 -0.1
H 0.4 -0.6 0.3
H 0.1 0.0 -0.2
H -0.6 0.2 0.4
C 1.0 -0.6 -0.2
H -0.1 -0.7 -0.3
H 0.2 0.0 0.3
H -1.4 0.1 0.7
O 0.7 -0.3 -2.0
H 1.1 0.1 -0.3
H 0.1 -0.3 0.0
H 0.2 0.1 -0.8
H -0.6 -0.2 0.5
N 0.4 2.8 -1.2
H -1.1 0.0 0.4
H -0.1 -1.0 0.3
H 0.4 -1.1 0.8
C -1.6 0.3 -1.7
C -1.1 0.1 -0.5
H 0.0 0.3 0.0
O 0.5 -1.4 0.1
O 0.3 0.8 0.7
O -0.8 0.3 0.0
H -0.1 -0.4 -0.5
C 0.2 0.1 0.9
C 2.1 0.9 0.6
C 1.5 0.5 -1.4
C -0.7 0.8 -1.7
H 0.0 0.1 -0.2
C -0.7 -0.4 -1.3
C 0.9 1.0 -0.5
C -0.1 -0.4 -0.2
H -0.1 0.0 1.1
H 0.0 1.3 0.0
H 0.0 -0.1 -0.2
C 1.4 0.0 -0.7
C -0.4 1.1 1.4
H -0.4 0.1 0.1
H -0.6 0.3 0.1
H -0.4 0.5 0.5
H 0.0 -0.6 0.8
H -0.3 -0.6 0.5
H 0.0 0.0 -0.4
H 0.5 -1.5 0.1
H -0.5 0.2 0.2
H 0.2 0.8 0.4
H 0.4 0.3 -0.2
H -0.1 -0.1 -0.1
C -0.5 0.8 -0.8
H -0.4 0.6 -0.2
H 0.2 -0.1 0.3
C -1.1 1.5 -0.7
C -0.4 0.2 -1.0
C -0.6 -0.7 -0.2
H 0.1 -0.1 -0.3
H 0.1 0.1 -0.3
C -1.1 1.8 0.7
H -0.3 0.3 0.5
H 0.0 -0.2 0.3
H -0.8 -0.5 0.7
C -0.4 -1.4 -0.4
H 0.3 -0.3 0.3
H 0.1 0.2 -0.4
H 0.5 0.4 0.0
H 0.5 -0.6 0.3
H 0.6 0.4 0.3
O -0.2 0.8 1.4
C 3.2 -2.8 -0.4
C 1.0 1.5 1.0
C -1.8 -1.0 0.7
H -0.3 -0.1 -0.2
H -0.1 0.3 0.1
C -1.3 -0.5 1.1
O -1.7 0.0 0.7
H -0.4 0.0 0.5
C 0.8 2.9 2.4
H 0.2 0.6 -0.3
C 0.4 -0.8 1.8
C 0.8 0.6 -0.4
H 0.4 0.1 0.1
H -0.3 -0.9 0.2
H 0.1 0.1 0.1
H -0.5 -0.1 0.0
H 0.7 0.7 -0.8
H 0.0 -0.1 0.4
O 0.5 -0.6 -0.3
C 1.5 -1.7 0.1
H 0.9 -0.6 0.4
H 0.1 0.4 0.1
H -0.1 -0.1 0.6
H 0.0 -0.2 -0.2
H 0.6 -0.3 0.4
H 0.1 0.4 -0.6
H 0.8 0.1 -0.1
H -0.3 -0.1 -0.5
C -0.2 0.1 -1.0
C -1.0 0.5 -0.9
C -0.3 -1.3 -1.8
C 0.5 -0.3 -0.8
C -1.8 0.6 -0.1
H 0.4 -0.2 -0.3
H -0.5 0.8 0.8
H 0.0 0.1 -0.8
H -0.4 0.2 -0.7
H -0.4 0.2 -0.3
H 0.2 0.0 0.2
C 0.3 -1.3 1.0
H -0.7 -0.1 0.1
H 0.5 0.5 0.4
H 0.0 0.0 0.1
H 0.3 -0.3 0.2
C -0.4 0.4 -0.3
H -0.1 0.2 0.0
H -0.3 0.5 0.0
C 0.6 1.0 -0.2
H 0.1 -1.0 0.0
C -0.9 1.1 -0.5
C -0.5 0.6 1.1
C 2.2 -1.6 0.5
H 0.3 0.2 -0.2
C -1.2 0.2 -0.7
H 0.3 -0.6 0.3
H -0.6 0.3 -0.4
H 0.2 -0.2 0.5
H 0.3 0.2 -0.2
C 0.2 -0.6 1.6
H 0.5 -0.2 0.4
H -0.6 -0.3 0.0
H 0.3 -0.6 0.1
C 0.6 0.3 2.4
H 0.0 -0.4 -0.4
H -0.2 -0.5 0.2
H 0.5 -0.3 -0.2
H 0.1 0.3 -0.3
C 0.1 0.2 -0.4
H 0.4 0.1 -0.5
H 0.1 0.1 0.0
H 0.2 -0.2 0.2
H -1.0 -0.5 0.4
H 0.0 -0.4 -0.2
C 0.6 -1.5 -0.1
O 0.4 0.1 -1.1
C -0.6 -0.2 -0.7
C -0.6 -0.9 -1.0
H -0.3 0.2 0.5
C -0.6 -1.4 -0.5
N 0.9 2.6 1.0
N 0.0 0.0 -1.3
C -1.5 -0.6 0.8
C -0.1 -0.8 0.3
H -0.5 0.2 -0.3
H 0.4 0.5 -0.3
O -0.2 -0.4 -0.4
H -0.8 0.0 0.4
C -0.5 -0.8 -0.5
C 0.1 0.3 0.1
C -0.8 -1.4 1.0
O -0.2 -1.3 -0.6
H 0.0 0.3 0.8
H -0.1 0.0 0.0
H -0.7 -0.2 0.0
H 0.4 -1.2 -0.1
H -0.4 -0.1 0.6
H 0.5 0.1 0.2
H 0.1 -0.2 -0.7
H -0.1 0.2 0.1
H 0.1 0.5 0.5
O -0.3 -0.2 -1.3
C 0.8 0.4 -0.8
H 0.2 -0.2 -0.1
H -0.7 0.5 -0.2
C 0.7 0.4 0.6
H -0.2 -0.1 0.2
H -0.3 0.0 -0.3

Values from the calculation:
frontier orbital gap	0.304	Ha
maximum force	4.3	eV/Å
E_tot	-6176.5617	a.u.
energy relative to the best compared isomer or geometry (same formula, charge and spin)	22.33	kcal per mole